1.
45
Properties=species:S:1:pos:R:3:forces:R:3:lowdin_charge:R:1 method="wB97M-V/def2-TZVPD" smiles="CN1CCC(=[N+]2CCOCC2)[C@H](C2C=CC=CC=C2)C1" charge=+1 fmax_ev_per_a=3.50 e_homo_ev=-10.88 homo_lumo_gap_ev=6.72 e_above_lowest_kcal_mol=120.2
C 1.502960 -0.217063 3.111217 0.7 -0.1 -0.4 -0.08
N 0.189874 0.361547 3.136710 0.4 1.4 -0.4 -0.23
C -0.032577 1.593088 2.408996 -0.3 -0.5 0.8 -0.16
C -0.703032 1.389229 1.062625 0.2 -0.7 -0.6 -0.08
C -1.761051 0.292507 1.123874 -1.8 0.3 -0.8 -0.02
N -2.317039 -0.109000 -0.042071 2.3 -0.2 2.6 0.04
C -1.591262 0.273174 -1.296867 0.0 -0.3 -0.2 -0.08
C -2.294242 -0.236209 -2.540209 -0.4 -0.5 -0.5 -0.18
O -2.846370 -1.530965 -2.391240 0.0 0.2 0.6 -0.11
C -3.793599 -1.594595 -1.329147 -0.1 -0.3 -1.1 -0.17
C -3.168123 -1.342112 0.001711 0.3 0.2 -0.1 -0.09
C -2.211200 -0.292900 2.495437 2.2 -0.7 -0.4 -0.16
C -3.259068 0.446334 3.358526 0.0 0.0 -0.5 -0.25
C -3.368973 -0.142654 4.737574 -0.3 0.3 1.4 -0.02
C -4.383726 -0.679075 5.477535 1.8 0.4 -0.2 -0.07
C -5.748381 -0.959309 5.228694 -2.2 0.2 -2.3 -0.07
C -6.406525 -0.670568 4.040024 0.6 -0.9 3.1 -0.07
C -5.794394 -0.101018 2.899519 1.4 0.8 -1.6 -0.07
C -4.508411 0.262458 2.584362 -2.2 1.3 -0.2 -0.06
C -0.907992 -0.489066 3.375488 -0.4 -1.8 -0.2 -0.13
H 1.648689 -0.940764 3.918601 -0.2 0.1 -0.1 0.10
H 1.780716 -0.711991 2.160065 -0.2 -0.1 0.1 0.09
H 2.246807 0.569867 3.258486 -0.1 0.0 0.1 0.09
H -0.733119 2.220546 2.956363 0.3 0.4 0.5 0.12
H 0.948212 2.065870 2.313026 -0.4 0.3 -0.1 0.13
H -1.178871 2.339850 0.700167 0.4 -0.8 0.1 0.16
H 0.091089 1.064525 0.350867 -0.7 0.3 0.1 0.13
H -1.523808 1.360073 -1.351606 -0.1 -0.1 0.1 0.13
H -0.556445 -0.121767 -1.296064 -0.6 0.0 0.4 0.15
H -3.059033 0.469310 -2.879471 -0.1 0.0 0.1 0.13
H -1.570523 -0.372023 -3.343758 0.1 0.4 0.1 0.14
H -4.625801 -0.907933 -1.528366 0.0 0.0 0.0 0.14
H -4.143400 -2.626800 -1.362701 -0.3 0.2 0.1 0.14
H -2.558593 -2.206857 0.296978 0.1 0.3 -0.1 0.15
H -3.929251 -1.184201 0.755930 -0.1 -0.1 -0.1 0.10
H -2.707392 -1.247271 2.343133 0.6 -0.3 -0.2 0.13
H -2.788850 1.460670 3.332216 -1.2 0.0 0.6 0.16
H -2.463209 -0.007930 5.334563 -0.5 0.0 0.0 0.10
H -4.091817 -0.936756 6.494459 0.2 0.1 -0.2 0.11
H -6.318571 -1.426783 6.035123 0.2 0.2 -0.3 0.11
H -7.468852 -0.914430 3.978562 0.3 0.1 -0.1 0.11
H -6.508535 0.075079 2.094936 0.3 -0.2 -0.1 0.11
H -4.368990 0.633003 1.557203 -0.5 0.0 0.3 0.11
H -0.548612 -1.515776 3.183905 -0.3 0.1 0.2 0.14
H -1.211363 -0.460048 4.431964 0.3 -0.2 -0.6 0.10

2.
19
Properties=species:S:1:pos:R:3:forces:R:3:lowdin_charge:R:1 method="wB97M-V/def2-TZVPD" charge=+1 fmax_ev_per_a=1.89 e_homo_ev="-14.36 / -14.35" spin_multiplicity=2 homo_lumo_gap_ev="10.83 / 4.90" e_above_lowest_kcal_mol=46.7
C 0.220884 -1.210467 0.404786 -1.0 1.4 -0.8 -0.17
C 0.219825 -0.339433 1.631885 1.0 -0.9 0.6 -0.01
C -1.057958 0.762462 1.648560 -1.5 0.4 -0.3 -0.10
O -0.520700 1.970088 1.504595 0.7 0.5 -0.5 0.19
C 1.258888 -0.785909 -0.620907 1.2 -1.3 0.1 -0.28
O 1.119643 -1.499008 -1.829280 -0.4 0.0 -0.4 -0.04
H -0.740723 -1.081938 -0.101695 -0.2 0.0 -0.1 0.12
H 0.204609 -2.283968 0.596899 0.5 0.0 0.5 0.15
H 1.118174 0.266565 1.739595 0.0 0.1 -0.2 0.13
H 0.097408 -0.839507 2.600631 -0.4 0.1 -0.2 0.14
H -1.598343 0.767921 2.586032 0.3 -0.5 0.4 0.15
H -1.685936 0.465852 0.797570 0.3 -0.1 0.0 0.15
H -0.276011 2.161761 0.573312 -0.2 0.0 0.2 0.17
H 2.237775 -1.077700 -0.214173 0.0 0.2 0.0 0.13
H 1.372610 0.289197 -0.849302 -0.6 -0.2 0.3 0.12
H 0.349854 -2.090929 -1.850146 0.3 0.4 0.2 0.10
H -0.142888 1.221261 -1.953610 -0.1 0.2 -0.1 0.02
H -0.881555 0.298409 -2.845922 -0.3 -0.1 0.0 0.06
O -1.031454 0.868141 -2.079183 0.4 -0.1 0.2 -0.04